# 1
# C2H6N4

C2H6N4 as an isolated structure (ωB97M-V/def2-TZVPD, the Open Molecules 2025 dataset).

Output
E_LUMO: 0.92 eV
Kohn-Sham gap: 9.36 eV
Energy above the lowest of the compared OMol25 structures with the same formula, charge and spin: 2.029 eV

The geometry in ORCA input format:
```
! RIJCOSX wB97M-V def2-TZVPD def2/J DEFGRID3
* xyz 0 1
C 0.8441 -0.5200 0.2153
N 2.0771 -0.4742 0.7009
N -1.8661 0.3647 0.2061
C -0.8471 -0.2078 -0.6258
N -0.1718 -1.2604 0.0828
N 0.3192 0.5368 -0.4988
H 2.2640 -1.2049 1.3805
H 2.3873 0.4331 1.0265
H 0.8180 1.2523 -0.9813
H -2.7997 0.0665 -0.0648
H -1.8713 1.3780 0.2219
H -1.1535 -0.3641 -1.6633
*
```

# 2
# C4H2Cl2

A 2-piece molecular cluster, C4H2Cl2 overall (ωB97M-V/def2-TZVPD, the Open Molecules 2025 dataset).

Output
E_LUMO (spin up / spin down): -1.24 / -0.95 eV
Kohn-Sham gap (spin up / spin down): 7.35 / 7.12 eV
Energy above the lowest of the compared OMol25 structures with the same formula, charge and spin: 5.083 eV

The geometry in ORCA input format:
```
! RIJCOSX wB97M-V def2-TZVPD def2/J DEFGRID3
* xyz 0 1
C 1.4700 -0.8619 1.2015
C 0.5335 -1.0050 0.4086
C -0.3187 -0.8874 -0.5838
C -1.2098 1.2003 -0.6018
Cl -1.0356 2.0377 -2.0361
Cl -0.6894 1.9619 0.7964
H 2.2322 -0.9162 1.9216
H -0.9822 -1.5294 -1.1063
*
```

# 3
# C25H33N3O5S

One molecule with the formula C25H33N3O5S (ωB97M-V/def2-TZVPD, the Open Molecules 2025 dataset).

Output
E_LUMO: -0.16 eV
Kohn-Sham gap: 7.81 eV
Energy above the lowest of the compared OMol25 structures with the same formula, charge and spin: 3.670 eV
SMILES: COc1ccc(/C=C/c2onc(C)c2S(=O)(=O)N2CCC(C(=O)N3CCCCCC3)CC2)cc1

The geometry in ORCA input format:
```
! RIJCOSX wB97M-V def2-TZVPD def2/J DEFGRID3
* xyz 0 1
C 6.3842 5.3117 0.8432
O 6.8865 4.2737 0.0350
C 6.1697 3.1286 -0.0800
C 4.9426 2.8850 0.5347
C 4.2996 1.6783 0.3489
C 4.8523 0.6748 -0.4513
C 4.2173 -0.6031 -0.6637
C 3.0354 -1.0000 -0.1562
C 2.4759 -2.2922 -0.3960
O 3.1001 -3.2098 -1.1570
N 2.3536 -4.3462 -1.2063
C 1.2781 -4.1506 -0.4914
C 0.2188 -5.1653 -0.3051
C 1.2921 -2.8424 0.0574
S 0.0363 -2.1544 1.0845
O -0.2551 -3.0815 2.1362
O 0.4236 -0.8157 1.4363
N -1.2393 -2.1936 -0.0011
C -1.2058 -1.1235 -0.9721
C -1.8290 0.1679 -0.4414
C -3.2580 -0.1075 0.0454
C -3.8293 1.1833 0.6305
O -3.6597 1.4575 1.8044
N -4.4744 2.0298 -0.2105
C -4.8080 1.7421 -1.5868
C -6.0831 0.8959 -1.7043
C -7.3553 1.6778 -1.3870
C -7.3238 2.3820 -0.0298
C -6.4087 3.6085 -0.0211
C -4.9554 3.2862 0.3367
C -3.1966 -1.1900 1.1262
C -2.5489 -2.4510 0.5609
C 6.0863 0.9344 -1.0640
C 6.7327 2.1333 -0.8851
H 7.1231 6.1096 0.7898
H 6.2721 4.9916 1.8838
H 5.4243 5.6824 0.4703
H 4.4812 3.6310 1.1625
H 3.3529 1.5135 0.8386
H 4.7602 -1.2986 -1.2919
H 2.4267 -0.3776 0.4814
H 0.5592 -6.1300 -0.6689
H -0.6744 -4.8632 -0.8497
H -0.0367 -5.2216 0.7508
H -1.7407 -1.4662 -1.8663
H -0.1579 -0.9598 -1.2337
H -1.2309 0.5257 0.3979
H -1.8184 0.9280 -1.2256
H -3.8631 -0.4773 -0.7856
H -3.9759 1.2299 -2.0752
H -4.9498 2.6936 -2.1035
H -6.0090 0.0500 -1.0181
H -6.1523 0.5006 -2.7202
H -8.1971 0.9819 -1.4073
H -7.5289 2.4221 -2.1684
H -7.0070 1.6829 0.7459
H -8.3402 2.7020 0.2080
H -6.4622 4.0985 -0.9960
H -6.7679 4.3282 0.7164
H -4.3050 4.1012 -0.0055
H -4.8480 3.1985 1.4202
H -2.6077 -0.8197 1.9664
H -4.1999 -1.4207 1.4889
H -3.1726 -2.8800 -0.2328
H -2.4061 -3.1949 1.3447
H 6.5362 0.1753 -1.6870
H 7.6827 2.3335 -1.3550
*
```

# 4
# C21H29IrN2O2Si2

C21H29IrN2O2Si2 as an isolated structure (ωB97M-V/def2-TZVPD, the Open Molecules 2025 dataset).

Output
E_LUMO: -0.54 eV
Kohn-Sham gap: 7.40 eV
Energy above the lowest of the compared OMol25 structures with the same formula, charge and spin: 0.076 eV

The geometry in ORCA input format:
```
! RIJCOSX wB97M-V def2-TZVPD def2/J DEFGRID3
* xyz 0 1
Ir -0.2501 0.4168 0.7750
O -2.2452 0.3825 0.7502
C -2.9736 1.2114 0.0571
C -4.3756 1.0075 0.0696
C -5.2188 1.8299 -0.6232
C -4.7196 2.9172 -1.3650
C -3.3737 3.1400 -1.3818
C -2.4639 2.3029 -0.6864
C -1.0951 2.6623 -0.7634
N -0.0904 2.0165 -0.2484
N 1.1964 2.5228 -0.4350
C 2.0715 1.7709 0.2051
O 1.7623 0.7111 0.8888
C 3.5056 2.1488 0.1404
C 4.4585 1.3212 0.7247
C 5.8019 1.6609 0.6707
C 6.1985 2.8286 0.0357
C 5.2484 3.6580 -0.5463
C 3.9060 3.3214 -0.4958
H -4.7461 0.1710 0.6472
H -6.2851 1.6431 -0.5986
H -5.3927 3.5655 -1.9081
H -2.9688 3.9754 -1.9411
H -0.8290 3.5732 -1.2913
H 4.1349 0.4156 1.2183
H 6.5402 1.0131 1.1254
H 7.2472 3.0938 -0.0058
H 5.5556 4.5705 -1.0408
H 3.1569 3.9576 -0.9456
C -2.2622 -2.9692 -1.2252
Si -0.7072 -1.9470 -1.4333
C 0.5541 -2.9591 -2.3822
C -1.1564 -0.4365 -2.4438
C 0.1456 -1.3917 0.1715
Si -0.1481 -2.1963 1.9674
C 0.0411 -1.1051 3.4876
C 1.2295 -3.4614 2.0091
C -1.8298 -2.9934 2.1076
H -2.6957 -3.1345 -2.2151
H -3.0087 -2.4560 -0.6167
H -2.0701 -3.9480 -0.7842
H 0.1450 -3.2943 -3.3378
H 0.8598 -3.8456 -1.8209
H 1.4516 -2.3722 -2.5899
H -1.4959 -0.7480 -3.4355
H -0.3031 0.2332 -2.5704
H -1.9621 0.1281 -1.9728
H 1.2219 -1.5700 0.0484
H 0.9766 -0.5456 3.4892
H 0.0367 -1.7766 4.3526
H -0.7840 -0.4016 3.5997
H 2.2017 -2.9665 1.9751
H 1.1730 -4.1582 1.1713
H 1.1703 -4.0364 2.9364
H -2.6182 -2.2510 1.9662
H -1.9331 -3.4036 3.1158
H -1.9883 -3.8033 1.3986
*
```